Record 1
Computed, not measured: a molecular structure, C15H21F5GeN3NiO2Te, with ωB97M-V with the def2-TZVPD basis set.

## Properties
HOMO-LUMO gap (spin up / spin down): 7.182 / 7.183 eV
spin multiplicity: 1
strongest force on any atom: 0.46 eV Å⁻¹
total charge: -1
calculated total energy: -5251.6003 Ha

Last column: natural (NBO) charge in e.
Positions of all 49 atoms, in Å:
Ni: 0.160040 0.209761 -1.126561  1.3573
O: -1.338637 -0.904056 -0.703186  -0.7151
C: -1.192581 -2.074848 -0.174340  0.4127
C: -2.222321 -3.031379 -0.347917  -0.2739
C: -2.155444 -4.285767 0.209236  -0.1856
C: -1.055488 -4.668704 0.980482  -0.2964
C: -0.047500 -3.750035 1.178972  -0.1665
C: -0.097115 -2.463843 0.634506  -0.1771
C: 0.945651 -1.502483 0.933642  0.4040
N: 1.106447 -0.302978 0.396669  -0.4187
C: 2.220680 0.297431 0.928784  -0.0584
C: 2.748577 -0.553264 1.837504  -0.1002
N: 1.936131 -1.671854 1.837899  -0.5094
H: -3.066323 -2.732712 -0.957149  0.2142
H: -2.962582 -4.989257 0.037964  0.2012
H: -0.990481 -5.661713 1.404322  0.2027
H: 0.813239 -4.054521 1.766086  0.1802
H: 2.569151 1.248054 0.563677  0.2886
H: 3.622000 -0.473764 2.458888  0.2224
H: 2.061704 -2.495830 2.393513  0.4178
C: -2.228616 3.239253 2.017341  -1.0807
Ge: -1.311530 1.515900 1.703329  1.6152
C: -2.611502 0.093731 2.051887  -1.0867
C: 0.114098 1.397691 3.049073  -1.0893
C: -0.716021 1.667982 -0.151434  -0.8834
H: -2.644931 3.272271 3.026526  0.2178
H: -3.044321 3.376200 1.304551  0.2226
H: -1.531454 4.071948 1.905042  0.2245
H: -3.172449 0.326636 2.960595  0.2157
H: -2.118125 -0.868746 2.187569  0.2355
H: -3.304232 -0.001035 1.215639  0.2390
H: -0.293971 1.695450 4.018239  0.2192
H: 0.950553 2.055210 2.808858  0.2334
H: 0.493835 0.379053 3.135635  0.2242
H: -0.015336 2.484776 -0.309901  0.2368
H: -1.602200 1.811168 -0.768653  0.2134
F: 2.055260 0.386084 -4.214552  -0.7266
Te: 3.102170 0.578019 -2.534650  2.5487
F: 0.991646 -1.226974 -2.037418  -0.7748
F: 4.223383 1.416848 -1.106269  -0.7328
F: 4.749293 0.395286 -3.658109  -0.7325
F: 3.154813 2.361600 -3.196657  -0.6665
O: 1.480485 1.373819 -1.546789  -1.0603
C: 0.201302 2.300742 -4.721725  -0.7453
C: -0.314607 1.435358 -3.684896  0.5377
N: -0.718603 0.803046 -2.823013  -0.4279
H: 1.153273 2.686263 -4.342433  0.3206
H: -0.499805 3.109795 -4.919883  0.2323
H: 0.402442 1.724390 -5.620896  0.2703

Force components x, y, z for each atom (eV/Å):
-0.0553 0.0713 0.2361
0.1536 0.2148 0.0142
-0.0980 -0.0944 0.0671
-0.0571 -0.0078 -0.0441
-0.0271 0.0375 -0.0321
0.0510 0.0306 0.0149
0.0165 -0.0782 0.0392
0.0260 -0.0311 0.0532
0.0988 0.0932 0.0453
-0.2871 0.0652 -0.3409
0.0571 -0.0336 -0.0222
0.0754 -0.0155 -0.0135
-0.0520 0.0055 -0.0222
0.0133 -0.0006 0.0083
0.0024 0.0181 -0.0047
0.0119 0.0093 -0.0008
0.0101 0.0228 -0.0011
-0.0039 -0.0334 -0.0004
-0.0228 -0.0136 -0.0178
0.0001 -0.0313 0.0439
0.0234 -0.0471 -0.0298
0.0436 0.0239 0.0410
0.0346 0.0144 -0.0362
-0.0637 0.0200 0.0115
0.0131 -0.1296 -0.0980
0.0101 -0.0119 -0.0101
0.0219 0.0030 0.0171
-0.0198 -0.0225 -0.0077
0.0185 0.0065 -0.0316
0.0123 -0.0117 -0.0316
0.0037 -0.0062 0.0145
-0.0066 -0.0064 -0.0182
-0.0459 -0.0220 0.0091
-0.0099 0.0318 -0.0039
0.0129 0.0256 0.0347
-0.0017 0.0103 -0.0385
0.0489 -0.0336 -0.0260
-0.3211 -0.1100 0.1862
0.0413 -0.0361 0.0213
-0.0378 -0.0055 -0.0095
-0.0785 0.1979 0.0185
0.0204 0.0060 0.0520
0.3677 -0.1538 -0.1822
0.0793 0.0533 -0.0103
-0.0747 0.1670 -0.3265
0.0474 -0.1573 0.4293
-0.0468 -0.0292 -0.0389
-0.0199 0.0084 0.0151
0.0146 -0.0141 0.0265

***

Record 2
Computed, not measured: C4H6O2 in the gas phase in a non-equilibrium geometry, with ωB97M-V with the def2-TZVPD basis set.

## Properties
HOMO-LUMO gap: 8.961 eV
relative energy (zero: lowest compared OMol25 entry of this formula, charge and spin): 6.133 eV
spin multiplicity: 1
strongest force on any atom: 2.97 eV Å⁻¹
calculated total energy: -306.2809 Ha

Last column: natural (NBO) charge in e.
Positions of all 12 atoms, in Å:
C: -0.793724 -0.283961 -0.965887  -0.5910
C: 0.228886 0.812417 -0.898602  0.1507
O: 0.408082 1.304114 0.347095  -0.5115
C: 0.042748 0.452297 1.426548  0.1959
O: 0.351453 -0.882009 1.039971  -0.5113
C: 0.174618 -1.190211 -0.263383  0.1510
H: -0.969374 -0.602570 -1.985190  0.2397
H: -1.723846 -0.088803 -0.428487  0.2452
H: 1.319265 0.158600 -1.293356  0.1418
H: 0.690230 0.701699 2.268870  0.1894
H: -1.016245 0.564145 1.696714  0.1575
H: 1.287908 -0.945719 -0.944290  0.1425

Force components x, y, z for each atom (eV/Å):
-0.2348 -0.1288 -0.4133
1.4514 -1.7929 -0.0423
0.3555 0.0247 -0.0231
-0.0596 0.0305 0.1351
0.3484 -0.0545 0.0052
1.5382 1.3650 -1.0397
-0.1748 -0.0104 -0.0450
0.2565 -0.0168 -0.0340
-1.6558 2.4575 0.1885
-0.2211 0.0129 0.0107
0.1667 -0.0851 -0.2760
-1.7706 -1.8021 1.5338